[1]
Computed, not measured: an isolated ion of composition CH2O2P and charge -1 at a distorted geometry, with ωB97M-V/def2-TZVPD.

## Properties
Multiplicity ... 1
Electronic energy ... -14453.7828 eV
M ... 77.0 g/mol
E_HOMO ... -2.790 eV
Total charge ... -1

Last columns: bonded neighbours and bond lengths (Å).
CARTESIAN COORDINATES (ANGSTROEM)
1 O 1.744 -0.764 0.520  P2 1.472
2 P 1.096 0.047 -0.524  O1 1.472, C3 1.800, O4 1.805
3 C -0.648 0.012 -0.080  P2 1.800, O4 1.405, H5 1.100, H6 1.098
4 O -0.007 1.194 0.328  P2 1.805, C3 1.405
5 H -0.971 -0.608 0.769  C3 1.100
6 H -1.214 0.119 -1.014  C3 1.098



[2]
Computed, not measured: a 2-piece molecular cluster, C4H14NO overall at a distorted geometry, with ωB97M-V/def2-TZVPD.

## Properties
Multiplicity ... 1
Electronic energy ... -7906.4406 eV
M ... 92.2 g/mol
E_HOMO ... -16.199 eV
Total charge ... +1

Last columns: bonded neighbours and bond lengths (Å).
CARTESIAN COORDINATES (ANGSTROEM)
1 C 1.546 -0.961 -0.243  C2 1.509, H6 1.095, H7 1.084, H8 1.092
2 C 0.574 -0.461 0.797  C1 1.509, N3 1.573, C5 1.524, H9 1.090
3 N -0.829 -0.079 0.196  C2 1.573, C4 1.501, H10 1.036, H11 1.012
4 C -1.331 -1.237 -0.617  N3 1.501, H12 1.082, H13 1.086, H14 1.090
5 C 1.044 0.768 1.566  C2 1.524, H15 1.093, H16 1.091, H17 1.096
6 H 1.343 -0.567 -1.244  C1 1.095
7 H 2.568 -0.709 0.015  C1 1.084
8 H 1.395 -2.035 -0.377  C1 1.092
9 H 0.232 -1.172 1.549  C2 1.090
10 H -0.785 0.821 -0.315  N3 1.036
11 H -1.412 0.115 1.000  N3 1.012
12 H -0.715 -1.357 -1.498  C4 1.082
13 H -2.376 -1.208 -0.915  C4 1.086
14 H -1.186 -2.063 0.079  C4 1.090
15 H 1.567 1.552 1.012  C5 1.093
16 H 0.267 1.205 2.194  C5 1.091
17 H 1.831 0.434 2.252  C5 1.096
18 H -0.489 2.537 -1.704  O20 0.967
19 H -1.911 2.309 -2.253  O20 0.977
20 O -1.330 2.109 -1.493  H18 0.967, H19 0.977



[3]
Computed, not measured: a 2-piece molecular cluster, CH2N4O2 overall at a distorted geometry, with ωB97M-V/def2-TZVPD.

## Properties
Multiplicity ... 3
Expectation value of S² ... 2.02
Electronic energy ... -11117.9111 eV
M ... 102.1 g/mol
E_HOMO (spin up / spin down) ... -8.792 / -10.630 eV
Total charge ... 0

Last columns: bonded neighbours and bond lengths (Å).
CARTESIAN COORDINATES (ANGSTROEM)
1 C 1.809 -0.263 0.151  N2 1.139, N4 1.282
2 N 2.814 -0.521 -0.319  C1 1.139
3 N -0.012 0.962 0.885  N4 1.321, H8 0.936, H9 0.967
4 N 0.710 -0.141 0.800  C1 1.282, N3 1.321
5 N -1.246 -0.923 -1.061  O6 1.200, O7 1.195
6 O -1.610 -1.876 -1.693  N5 1.200
7 O -1.691 0.138 -0.739  N5 1.195
8 H -0.073 1.774 0.423  N3 0.936
9 H -0.702 0.851 1.553  N3 0.967



total charge of number 3 (CH2N4O2)? 0